Record 1
C26H14AsF5N9ReS | ωB97M-V with the def2-TZVPD basis set

Structure (XYZ):
```
57
Properties=species:S:1:pos:R:3:forces:R:3:lowdin_spin:R:1
Re 0.4674 -0.2349 -0.0713 0.0 1.2 -0.2 0.884
As 0.5225 0.6914 -2.4041 0.1 -0.1 0.0 0.013
S 2.1152 -1.7333 0.0531 -0.1 -0.3 0.3 -0.033
F 6.8361 1.7741 0.0179 0.0 0.0 0.0 -0.002
F 4.3677 2.8008 0.5275 0.0 0.0 0.0 0.001
F 7.1366 -0.8625 -0.4781 0.0 0.0 0.0 0.001
F 4.9907 -2.5031 -0.4827 0.0 0.0 0.0 -0.001
F 2.1966 1.1397 0.5199 0.1 0.0 -0.3 0.028
N -3.1128 -2.0301 0.7982 0.0 0.0 0.0 0.011
N -0.2046 2.6194 0.5495 0.0 0.1 0.0 0.009
N -2.3404 -3.0550 0.3339 0.0 0.0 0.0 0.024
N -0.6543 1.3181 0.5192 0.1 -0.7 0.3 -0.003
N -2.7399 0.2883 1.0544 0.1 0.0 0.0 -0.006
N -2.2633 2.6071 1.2835 0.0 0.0 0.0 0.012
N -1.1896 -2.6660 -0.0158 -0.1 0.0 0.0 0.009
N -1.1334 -1.2986 0.1894 0.2 -0.1 -0.1 0.042
N -1.1470 3.3387 0.9996 0.0 0.0 0.0 -0.004
C 0.2129 -2.7723 -4.6748 0.0 0.0 0.0 0.000
C 0.5113 3.3748 -2.6570 0.1 0.0 0.0 -0.001
C -2.3623 -0.9712 0.6940 -0.2 0.0 0.1 0.015
C 3.0171 3.8123 -2.9653 0.0 0.0 0.0 0.000
C 3.4574 0.6455 0.2786 0.1 -0.1 0.1 -0.001
C 4.2886 3.2792 -3.1344 0.0 0.0 0.0 0.001
C 1.9337 2.9655 -2.7751 0.0 0.0 0.0 0.002
C -0.4164 2.3364 -2.5357 0.0 0.0 0.0 -0.001
C -1.3215 4.9192 -2.5201 0.0 0.0 0.0 -0.001
C 2.1743 1.5878 -2.7318 0.0 -0.1 0.0 0.009
C -0.7710 -0.1640 -4.7919 0.0 0.0 0.0 -0.001
C 3.4319 1.0419 -2.9227 0.0 0.0 0.0 0.002
C 0.0391 4.6794 -2.6517 0.0 0.0 0.0 0.000
C 4.8296 -1.2143 -0.2173 0.0 0.0 0.0 -0.005
C 5.9350 -0.3780 -0.2180 0.0 0.0 0.0 0.001
C -1.7747 2.5605 -2.3984 0.0 0.0 0.0 -0.001
C 0.0484 -0.5734 -3.7439 0.0 0.0 -0.1 0.001
C 5.7830 0.9796 0.0390 0.0 -0.1 0.0 -0.005
C 3.5615 -0.7081 0.0328 0.0 0.0 -0.1 -0.003
C -1.0940 -1.0765 -5.7849 0.0 0.0 0.0 0.000
C 4.4994 1.9041 -3.1338 0.0 0.0 0.0 0.000
C 4.5264 1.5094 0.2978 0.0 0.0 0.0 0.001
C -1.9270 1.3816 0.9929 -0.2 0.0 -0.1 0.000
C -0.6020 -2.3732 -5.7252 0.0 0.0 0.0 -0.001
C -2.2278 3.8723 -2.3982 0.0 0.0 0.0 0.000
C 0.5402 -1.8729 -3.6723 -0.1 0.0 0.0 0.002
H 5.1254 3.9470 -3.2898 0.0 0.0 0.0 0.000
H 3.5803 -0.0316 -2.9326 0.0 0.0 0.0 0.000
H -1.1472 0.8505 -4.8370 0.0 0.0 0.0 0.000
H 0.5864 -3.7861 -4.6299 0.0 0.0 0.0 0.000
H 1.1598 -2.1908 -2.8423 0.0 0.0 0.0 0.002
H 0.7237 5.5127 -2.7367 0.0 0.0 0.0 0.000
H -3.2838 4.0783 -2.2919 0.0 0.0 0.0 0.000
H -1.6809 5.9390 -2.5060 0.0 0.0 0.0 0.000
H -1.7309 -0.7733 -6.6046 0.0 0.0 0.0 0.000
H 5.4912 1.5072 -3.3066 0.0 0.0 0.0 0.000
H 2.8769 4.8844 -3.0002 0.0 0.0 0.0 0.000
H -3.6707 0.4044 1.4301 0.0 0.0 0.0 0.000
H -0.8600 -3.0808 -6.5016 0.0 0.0 0.0 0.000
H -2.4721 1.7381 -2.2904 0.0 0.0 0.0 0.000
```
Positions in Å, forces in eV/Å.

Results
- Net charge: +1
- Spin multiplicity: 2
- HOMO-LUMO gap (alpha / beta): 6.054 / 6.435 eV
- HOMO energy (alpha / beta): -0.4408 / -0.4408 hartree



Record 2
C18H20BrFN2O4S | ωB97M-V with the def2-TZVPD basis set

Structure (XYZ):
```
47
Properties=species:S:1:pos:R:3:forces:R:3:lowdin_charge:R:1
Br -3.0692 1.5425 -1.3615 0.1 0.1 0.2 0.815
S 3.3973 0.3657 -0.8554 -0.4 -0.2 0.3 0.681
F -0.6385 2.2413 3.1822 0.0 0.0 0.0 0.059
O -3.1751 -1.1528 -0.2765 -0.1 0.0 -0.1 -0.115
O 3.2003 0.7188 -2.2293 -0.2 0.2 -0.1 -0.273
O 4.7470 0.2822 -0.3708 -0.1 -0.2 0.2 -0.281
O -1.5625 -4.1510 0.6638 0.0 -0.2 0.2 0.089
N 2.4357 1.3676 0.0799 0.6 -0.6 -0.7 -0.261
N -0.8557 -2.4214 -0.6556 0.0 0.2 -0.5 0.150
C -2.4115 0.9718 0.3221 -0.1 -0.2 -0.3 -0.589
C -3.1889 -2.5518 -0.1006 0.0 -0.3 0.2 -0.078
C 1.2271 -1.2606 -0.7672 -0.2 -0.2 0.0 0.012
C -1.2816 1.3877 2.3637 -0.1 -0.2 -0.1 -0.284
C 2.5823 -1.1998 -0.5297 0.3 0.3 0.0 -0.269
C 0.9483 2.5874 -1.4330 0.2 0.2 0.1 -0.080
C 1.2176 -3.5311 0.0337 0.0 -0.1 0.0 0.006
C -1.7790 1.8646 1.1631 0.1 -0.1 0.2 -0.053
C -2.0637 -0.8171 1.8810 -0.2 0.0 -0.2 0.008
C 2.5831 -3.4524 0.2482 0.0 0.1 -0.1 -0.050
C 2.6900 1.2619 1.5008 0.3 -0.1 0.5 -0.253
C -1.7796 -3.1541 0.0177 -0.3 0.4 -0.2 -0.463
C -1.4189 0.0638 2.7332 0.1 0.3 0.0 0.014
C 3.2755 -2.2823 -0.0251 0.2 0.1 0.0 -0.055
C -2.5630 -0.3774 0.6604 0.1 0.4 0.1 -0.328
C 2.1233 2.6796 -0.4669 -0.2 0.2 -0.6 -0.245
C 3.9165 2.0302 1.9864 -0.2 -0.1 -0.1 -0.070
C 0.5314 -2.4301 -0.4728 0.4 0.1 0.1 -0.193
H -1.0227 -0.2754 3.6762 0.1 0.0 0.1 0.125
H 4.3355 -2.1880 0.1477 0.1 0.0 0.1 0.113
H 4.0532 1.8662 3.0521 0.0 0.0 0.1 0.077
H 1.7939 1.6040 2.0290 0.0 -0.1 -0.1 0.111
H 1.2272 1.9773 -2.2867 -0.1 0.0 -0.1 0.062
H 0.7286 -0.3905 -1.1651 -0.2 0.1 0.0 0.116
H -3.7719 -2.8484 0.7789 0.2 0.0 -0.1 0.142
H 3.1081 -4.3103 0.6386 0.0 -0.1 0.0 0.110
H 4.7962 1.6796 1.4544 0.1 0.1 0.1 0.060
H -1.2040 -1.6249 -1.1763 -0.1 -0.1 0.2 0.149
H 2.9936 3.0909 -0.9883 -0.1 0.2 0.1 0.122
H 1.8708 3.3397 0.3661 0.1 -0.1 0.0 0.121
H 0.6765 3.5797 -1.7834 -0.1 0.1 -0.1 0.079
H -1.6672 2.9029 0.8950 0.0 0.1 0.0 0.121
H -2.1629 -1.8492 2.1749 0.0 -0.1 0.0 0.120
H 3.7991 3.0969 1.8114 0.0 0.1 0.0 0.071
H -3.6823 -2.9480 -0.9928 0.1 0.0 0.1 0.146
H 2.8206 0.1954 1.7030 -0.1 0.0 0.2 0.114
H 0.0896 2.1420 -0.9366 -0.1 0.0 0.0 0.037
H 0.6754 -4.4324 0.2676 0.0 0.0 0.0 0.107
```
Positions in Å, forces in eV/Å.

Results
- Net charge: 0
- Spin multiplicity: 1
- HOMO-LUMO gap: 9.571 eV
- HOMO energy: -0.3344 hartree
- Structure (SMILES): CCN(CC)S(=O)(=O)c1cccc(NC(=O)COc2ccc(F)cc2Br)c1



So what do the calculations give for max |F|? Going down the list: 1.19, 1.14 eV/A.